A structure of composition C43H57BGe2IN6O2S3Ti. Source: the Open Molecules 2025 dataset; level of theory: the ωB97M-V functional and the def2-TZVPD basis.

Values from the calculation:
* energy relative to the best compared isomer or geometry (same formula, charge and spin): 36.3 kcal/mol
* multiplicity: 2
* total charge: 0
* frontier orbital gap (alpha / beta): 6.163 / 6.232 eV
* E_HOMO (alpha / beta): -6.4852 / -6.5299 eV

Structure (XYZ):
```
116
Properties=species:S:1:pos:R:3:forces:R:3:lowdin_spin:R:1
Ti -0.5723 0.3885 0.3229 -1.174 -0.744 -3.755 0.921
C -4.2139 -2.9177 2.4225 0.048 0.139 0.017 0.000
C -3.6587 -1.6046 2.9864 0.129 -0.801 0.408 0.001
C -2.1979 -1.7592 3.4012 0.018 0.121 -0.067 0.000
C -4.4523 -1.1947 4.2277 0.050 0.039 -0.242 0.000
N -3.8216 -0.5950 1.9285 0.254 0.724 -0.829 0.012
C -4.8417 0.3240 1.8870 -0.389 0.352 -0.183 0.010
C -4.8434 0.8915 0.6646 -0.093 -0.096 0.148 0.004
N -3.8260 0.3440 -0.0738 -0.365 -0.433 0.588 0.013
B -3.5674 0.8275 -1.5117 0.360 -0.304 0.102 0.002
N -2.5504 1.9913 -1.6174 0.323 0.779 -0.002 0.000
C -2.1505 2.4561 -2.8411 0.059 0.282 -0.007 0.000
C -1.2092 3.4009 -2.6528 -0.208 -0.175 -0.250 -0.001
N -1.0135 3.5632 -1.2915 -0.602 -0.856 -0.360 -0.001
C -1.8481 2.6595 -0.6706 -0.699 0.660 -0.039 0.003
S -2.2053 2.4733 0.9802 -0.087 0.214 0.620 0.016
C -0.1142 4.6253 -0.7636 0.368 0.472 0.269 0.000
C 1.3509 4.1050 -0.6453 0.049 -0.020 0.142 0.000
C -0.0790 5.7604 -1.8070 -0.075 -0.113 0.035 0.000
C -0.6846 5.2558 0.5109 0.032 -0.069 0.073 0.001
N -3.0457 -0.3471 -2.3663 0.306 -0.193 -0.472 -0.001
C -3.9052 -1.2416 -2.9373 -0.151 -0.358 -0.224 0.000
C -3.1781 -2.1901 -3.5630 -0.668 0.012 0.067 0.000
N -1.8506 -1.8925 -3.3862 -0.482 0.703 0.397 -0.001
C -1.7886 -0.7609 -2.6322 -0.133 0.508 -0.246 -0.001
S -0.3802 0.0795 -2.1731 0.754 -0.087 -0.274 -0.003
C -0.7404 -2.7475 -3.8272 0.762 -0.383 -0.144 0.000
C -1.2722 -3.8978 -4.6861 -0.031 0.223 0.162 0.000
C 0.2456 -1.9312 -4.6634 -0.070 0.026 0.120 0.000
C -0.0785 -3.3289 -2.5774 -0.088 0.118 0.017 0.000
C -3.1901 -0.5548 0.7220 -0.912 -0.566 -0.144 0.003
S -1.9586 -1.6170 0.2072 0.267 -0.213 -0.156 0.003
H -4.1413 -3.7037 3.1678 0.017 -0.109 0.121 0.000
H -3.6466 -3.2169 1.5438 0.006 -0.082 -0.006 0.000
H -5.2592 -2.7970 2.1408 -0.108 -0.005 -0.011 0.000
H -2.1441 -2.4706 4.2217 -0.047 -0.081 0.116 0.000
H -1.7881 -0.8083 3.7434 -0.010 -0.127 0.017 0.000
H -1.5829 -2.1331 2.5845 -0.042 0.071 0.205 0.000
H -4.2537 -1.9190 5.0123 0.031 -0.073 0.025 0.000
H -5.5252 -1.1852 4.0513 -0.123 0.027 -0.010 0.000
H -4.1269 -0.2208 4.5843 -0.005 0.138 0.078 0.000
H -5.4828 0.5196 2.7170 -0.108 0.011 0.185 0.001
H -5.4640 1.6600 0.2543 -0.136 0.165 0.008 0.000
H -4.6137 1.1826 -1.9613 -0.226 0.067 -0.119 0.000
H -2.5666 2.0710 -3.7500 0.021 -0.088 -0.172 0.000
H -0.6582 3.9415 -3.3902 0.087 0.118 -0.082 0.000
H 1.4793 3.3225 -1.4030 0.017 0.071 0.022 0.000
H 2.8437 3.0899 0.4798 -0.123 0.176 0.062 0.000
H 2.0061 4.9279 -0.9314 0.024 -0.034 -0.074 0.000
H 0.5098 5.4961 -2.6832 -0.023 -0.022 -0.087 0.000
H 0.3924 6.6322 -1.3601 0.072 -0.018 0.088 0.000
H -1.0865 6.0391 -2.1104 -0.052 0.025 -0.060 0.000
H -0.6394 4.6304 1.3939 -0.056 0.010 -0.030 0.000
H -1.7255 5.5239 0.3457 -0.132 0.024 -0.001 0.000
H -0.1333 6.1660 0.7286 0.125 0.096 -0.049 0.000
H -4.9651 -1.1231 -2.8550 -0.223 -0.018 -0.010 0.000
H -3.5182 -3.0324 -4.1220 -0.024 -0.184 -0.104 0.000
H -1.8015 -3.5321 -5.5629 -0.066 0.022 -0.121 0.000
H -1.9233 -4.5519 -4.1120 -0.102 -0.102 0.024 0.000
H -0.4287 -4.4907 -5.0283 0.108 0.001 0.016 0.000
H -0.2507 -1.5035 -5.5312 -0.116 0.041 -0.148 0.000
H 1.0526 -2.5717 -5.0069 0.088 -0.134 -0.019 0.000
H 0.6819 -1.1293 -4.0793 0.059 -0.008 -0.035 0.000
H -0.7681 -3.9973 -2.0679 -0.112 -0.130 0.066 0.000
H 0.2022 -2.5384 -1.8842 0.058 0.006 -0.026 0.000
H 0.8194 -3.8767 -2.8462 0.112 -0.078 -0.055 0.000
C 0.5779 -4.4089 1.0133 0.313 0.346 0.346 0.001
Ge 1.7395 -2.9849 1.8020 0.301 0.182 -0.587 0.006
C 3.6510 -3.5864 1.9175 -0.673 0.056 0.060 0.002
C 1.1953 -2.6243 3.6818 0.056 -0.009 -0.457 0.001
Ge 1.6267 -0.9963 0.2538 0.860 -0.339 -0.161 0.009
C 2.5711 -1.4503 -1.4734 -0.373 -0.068 0.818 -0.004
C 2.7407 -0.5152 -2.4880 -0.079 0.078 0.027 -0.001
C 3.4807 -0.8145 -3.6180 0.048 0.108 -0.124 0.000
C 4.0577 -2.0654 -3.7570 0.097 -0.083 -0.100 0.000
C 3.8943 -3.0087 -2.7570 0.039 -0.212 -0.111 0.000
C 3.1540 -2.6996 -1.6299 0.012 0.014 0.050 -0.001
C 3.0748 0.1561 1.0226 -0.064 -0.362 0.100 0.000
C 3.1654 0.3263 2.4041 0.268 -0.191 -0.278 -0.001
C 4.1134 1.1703 2.9588 0.109 -0.001 0.077 0.000
C 4.9983 1.8567 2.1473 0.053 0.088 0.136 -0.001
C 4.9493 1.6718 0.7755 0.012 0.090 -0.154 0.000
C 3.9917 0.8391 0.2232 -0.006 -0.153 -0.046 -0.001
H 0.4375 -5.2261 1.7147 -0.028 -0.152 0.108 0.000
H 1.0093 -4.8068 0.0993 0.109 -0.017 -0.138 0.000
H -0.3932 -3.9808 0.7749 -0.107 0.029 0.009 0.000
H 3.7478 -4.2873 2.7404 0.054 -0.160 0.175 0.000
H 4.2858 -2.7287 2.1199 0.039 0.168 0.021 0.000
H 4.0059 -4.0677 1.0140 0.013 -0.069 -0.180 0.000
H 0.5574 -3.4305 4.0357 -0.061 -0.120 0.045 0.000
H 0.6576 -1.6876 3.7944 -0.065 0.048 0.016 0.000
H 2.0865 -2.5878 4.3046 0.092 -0.006 0.041 0.000
H 2.2689 0.4601 -2.4068 0.114 -0.004 -0.005 0.000
H 3.6057 -0.0724 -4.3944 0.001 0.059 -0.083 0.000
H 4.6293 -2.3064 -4.6418 0.068 -0.001 -0.065 0.000
H 4.3407 -3.9889 -2.8524 0.058 -0.076 -0.050 0.000
H 3.0217 -3.4381 -0.8501 0.070 -0.100 -0.029 0.000
H 2.4924 -0.2149 3.0571 0.005 -0.056 0.107 0.000
H 4.1487 1.3033 4.0296 0.021 0.024 0.164 0.000
H 5.7199 2.5355 2.5760 0.122 0.029 0.084 0.000
H 5.6508 2.1827 0.1292 0.064 0.055 -0.016 0.000
H 3.9724 0.7012 -0.8508 0.054 0.041 0.044 0.000
I 3.0256 6.3732 1.2898 -0.220 -0.380 0.168 0.000
C 2.0989 4.5337 1.7984 0.557 0.037 0.829 -0.001
C 2.0272 4.1872 3.1037 0.380 1.476 -1.198 0.000
C 1.4993 2.9382 3.5069 -1.383 -2.179 -0.863 -0.001
C 0.9690 2.0662 2.5938 0.643 1.949 0.834 0.001
C 0.8944 2.4632 1.1568 -0.066 0.180 -0.056 0.007
C 1.8608 3.5452 0.6940 -0.069 -0.239 -0.568 0.000
C 0.1891 0.9079 3.0092 -0.187 -0.964 2.554 0.001
O -0.0038 0.5892 4.1843 0.303 0.584 -1.250 0.002
O -0.2997 0.1932 2.0215 0.745 0.024 3.571 -0.007
H 2.3404 4.8797 3.8706 0.064 0.105 -0.003 0.000
H 1.4654 2.6819 4.5544 -0.062 -0.077 0.104 0.000
H 0.9683 1.5930 0.4509 0.943 0.507 0.323 0.003
H -0.1138 2.8572 1.0379 0.212 0.011 0.131 0.002
```
Positions in Å, forces in eV/Å.



A cluster of 40 separate species, H80O40 in total. Source: the Open Molecules 2025 dataset; level of theory: the ωB97M-V functional and the def2-TZVPD basis.

Values from the calculation:
* energy relative to the best compared isomer or geometry (same formula, charge and spin): 197.5 kcal/mol
* total charge: 0
* frontier orbital gap: 9.638 eV
* E_HOMO: -9.9045 eV

Structure (XYZ):
```
120
Properties=species:S:1:pos:R:3:forces:R:3:lowdin_charge:R:1
H -0.6583 3.7406 -1.2466 0.624 0.477 -0.272 -0.012
H -1.5375 4.7514 -0.3930 0.627 0.300 -0.122 0.051
O -1.4729 3.8819 -0.7825 -1.305 -0.654 0.246 -0.020
H 2.0138 -0.0994 -2.0808 0.469 0.149 0.021 0.039
H 3.3997 -0.5463 -1.4606 -0.330 0.503 -0.322 0.051
O 2.5640 -0.0682 -1.2840 0.305 -0.705 -0.091 -0.053
H 1.6446 -1.8891 -1.2230 -0.482 -0.395 0.303 0.037
H 0.6591 -2.6566 -2.1194 0.203 -0.843 0.355 0.022
O 0.9100 -2.5409 -1.1825 0.195 1.433 -0.320 -0.065
H 1.4830 2.8855 -2.6256 0.285 -0.058 -0.673 0.025
H 0.3219 2.5250 -3.6939 0.282 0.322 -0.384 0.069
O 0.7134 2.3391 -2.8441 -0.463 -0.433 0.923 -0.025
H 2.0074 -4.0262 3.9889 -0.015 -0.010 0.307 0.040
H 2.2731 -2.6903 3.3346 -0.321 1.847 0.208 -0.020
O 2.4624 -3.6013 3.2626 0.336 -1.702 -0.500 -0.020
H -5.5452 2.6426 -2.4636 0.015 -0.125 0.419 0.032
O -5.8363 1.9621 -1.8447 -1.049 -0.155 -1.731 -0.051
H 4.4671 -2.8774 0.9567 -0.063 0.218 -0.360 0.025
O 5.0377 -2.5712 1.6642 0.026 0.268 -0.208 -0.042
H -4.2876 -1.6412 -1.6833 -0.777 -0.166 0.031 0.001
H -5.4511 -2.6010 -1.6409 -0.111 0.001 -0.026 0.048
O -5.1470 -1.8191 -2.1098 -0.776 0.700 0.687 -0.076
H -0.4827 -1.1292 -2.1174 -0.070 0.436 0.715 0.036
H -1.5151 -0.7527 -3.2517 -0.201 0.366 0.234 0.056
O -0.8913 -1.4159 -2.9422 -0.986 -0.170 -0.641 -0.067
H -3.0235 -2.4486 -3.1169 0.384 0.215 0.130 0.016
H -4.2591 -3.1295 -3.5493 0.036 0.133 0.358 0.076
O -3.4778 -3.2806 -2.9946 -0.106 0.103 -1.806 -0.079
H -0.5948 -4.4479 3.2235 -0.111 -0.585 1.344 0.019
H -2.1711 -4.8234 2.8332 0.372 -0.288 1.047 0.047
O -1.3106 -4.4758 2.6133 -0.336 0.600 -2.075 -0.025
H 2.2411 0.0930 1.1604 0.037 0.293 -0.712 0.063
O 1.3278 0.3997 1.0632 -0.113 -0.113 1.007 -0.066
H -3.8155 -0.8535 2.8867 0.594 -1.342 0.489 0.025
H -2.5215 -1.9008 2.5845 -0.826 -0.046 -0.367 0.055
O -2.8642 -1.0198 2.7888 0.915 0.822 0.312 -0.053
H -0.1294 -1.9324 0.4753 -0.247 -0.282 0.131 0.010
H -0.0425 -2.8303 1.6835 0.126 -0.440 0.100 0.007
O -0.6473 -2.2395 1.2425 0.022 0.884 -0.435 -0.054
H 4.6300 -2.8661 -2.9139 -0.109 -0.065 1.267 0.003
H 5.6391 -1.9790 -3.2158 0.699 0.525 0.635 0.022
O 5.2898 -2.3483 -2.3893 -0.421 -0.363 -1.389 -0.098
H 2.5791 6.2522 1.3060 -0.180 0.419 0.411 0.037
H 1.4704 6.3713 0.3623 -0.546 0.002 0.054 -0.018
O 1.7532 6.7546 1.2060 0.572 -0.487 -0.140 -0.072
H -2.6128 3.1382 -2.6878 0.142 0.371 0.594 0.061
H -3.3684 2.3110 -1.5962 -0.383 0.563 1.557 -0.001
O -3.0268 2.3074 -2.4665 0.519 -0.678 -2.146 -0.028
H 2.3117 2.8340 -0.7452 1.022 -0.934 0.680 0.047
H 3.8186 3.1074 -1.1394 0.051 -0.437 0.604 0.029
O 2.9050 3.2313 -1.3848 -0.651 0.225 -1.265 -0.047
H -3.7507 1.5436 1.0098 -0.014 0.224 -0.306 0.029
O -4.3046 1.4568 0.2185 -0.040 0.438 0.912 -0.068
H -0.9292 -3.1498 -3.6219 3.071 -1.450 -0.141 0.076
H -0.7604 -4.5373 -3.4395 0.479 -1.143 0.322 0.014
O -0.1243 -3.8384 -3.6349 -3.441 2.101 -0.158 -0.105
H -3.8338 2.0977 3.4510 0.046 0.077 -0.830 0.055
O -2.9049 1.9432 3.6088 0.007 0.593 1.969 -0.027
H -0.0660 -0.8943 -4.1238 1.584 0.343 -1.369 -0.015
H 0.2172 -1.1750 -5.6067 0.223 0.146 -0.077 0.036
O 0.5377 -0.6041 -4.8967 -0.725 -0.450 0.742 -0.106
H 2.9804 2.1641 3.1398 0.569 -0.592 -0.393 0.049
H 3.1042 3.2757 2.2121 0.583 -0.496 -0.584 0.058
O 3.4510 2.3645 2.3027 -1.824 0.749 2.036 -0.087
H 4.7803 0.4650 -3.4838 0.496 0.096 -0.019 0.042
H 5.9326 1.1138 -2.5973 0.245 -0.299 -0.550 0.043
O 5.0011 0.9057 -2.6583 -0.587 0.324 0.560 -0.043
H -1.9034 -0.4412 4.0215 -1.011 0.792 0.742 0.005
H -1.9361 0.4823 5.4135 -0.746 -0.174 -0.317 0.050
O -1.4241 0.0420 4.7420 1.710 -0.738 -0.174 -0.085
H 3.7044 -0.6328 4.7148 0.718 -0.002 -0.124 0.020
H 4.8182 -0.8276 3.6507 0.469 -0.576 -0.157 0.024
O 4.0457 -0.3199 3.8649 -0.980 0.598 0.312 -0.033
H 2.0014 5.5951 -1.4473 1.050 -0.955 -0.556 0.056
H 1.3281 4.1460 -0.9296 1.027 2.165 -0.558 0.032
O 1.2855 5.1217 -1.0494 -2.759 0.019 1.020 -0.062
H -0.0311 1.0503 -1.7319 0.718 1.107 -0.268 0.018
H 0.2171 0.4413 -0.2279 1.145 0.139 -0.370 0.021
O -0.2954 0.4293 -1.0622 -1.445 -1.349 0.530 -0.067
H 0.0605 -0.8279 3.9198 -0.401 -0.290 0.225 0.030
H 0.9434 0.3512 3.8780 0.074 -0.626 -0.161 0.061
O 0.9302 -0.5964 3.5845 0.307 1.567 -0.337 -0.082
H 0.3699 3.3751 4.0421 0.300 -0.525 0.486 0.011
H -0.6092 2.3757 4.4519 -2.187 -0.951 0.098 -0.040
O 0.3000 2.5299 4.5460 2.231 0.637 -0.379 -0.052
H -0.3781 5.4762 2.8499 -0.454 0.349 -0.162 0.055
H -1.3746 4.4081 3.5300 -1.363 0.317 -0.079 0.035
O -0.4927 4.6552 3.3218 1.647 -0.132 -0.132 -0.018
H -2.1586 -0.2129 -1.0361 0.453 -0.252 -0.136 0.030
O -3.0777 -0.4079 -1.2514 0.061 0.087 -0.450 -0.032
H -4.0207 0.8589 -4.9584 -0.998 0.472 -0.854 0.024
H -3.2839 1.1107 -3.6404 -0.298 0.167 -0.381 -0.015
O -3.4241 0.4578 -4.3599 1.456 -0.825 1.310 -0.044
H -3.7203 0.9610 -0.3716 -0.337 -0.757 -0.140 -0.009
H -5.4515 2.1111 -0.9981 0.554 0.334 1.081 -0.036
H -2.3350 1.8223 2.8611 -0.555 -0.123 -1.125 -0.010
H 5.0370 -3.3355 2.2315 0.057 -0.415 0.636 0.024
H 1.0188 0.1656 1.9643 -0.272 -0.167 -0.341 0.013
H -3.1422 -0.3195 -2.2187 -0.217 0.322 0.370 0.036
O 2.2866 -4.7351 -1.5279 1.362 -1.181 -1.075 -0.045
H 1.3632 -4.9335 -1.4638 -0.700 0.222 0.294 0.016
H 2.5458 -4.2035 -0.7915 -0.320 0.408 0.627 0.004
O 4.8620 2.9148 0.5576 2.431 -1.768 -1.849 -0.094
H 5.2901 2.2594 -0.0571 -0.708 1.241 -0.631 0.069
H 5.2086 2.3642 1.2688 -0.779 0.733 1.487 0.048
O -1.7957 1.2543 1.0713 0.343 0.269 1.299 -0.042
H -1.4701 0.9390 0.2335 0.192 0.165 -0.867 -0.007
H -1.0396 1.0728 1.6478 -0.129 -0.114 -0.004 0.055
O -2.5538 -5.2455 -2.1671 0.763 -1.741 -0.090 -0.065
H -2.8402 -5.1123 -1.2709 -0.071 0.155 0.545 0.033
H -3.3483 -5.1535 -2.7001 0.321 0.153 0.148 0.027
O 3.3701 -2.7006 -4.1143 -0.599 1.209 0.067 -0.035
H 2.7058 -1.9867 -4.1179 0.255 -0.171 0.273 0.049
H 3.0973 -3.1775 -4.8798 -0.173 -1.034 -0.845 0.051
O 1.8690 -1.2031 5.9485 0.522 0.453 -0.432 -0.071
H 2.0911 -0.8840 5.0460 -0.555 -0.700 0.623 -0.017
H 1.1113 -0.6315 6.1166 -0.127 -0.115 0.372 0.034
O -5.4341 -1.0032 2.1258 -0.113 0.854 -0.522 -0.056
H -4.7025 -0.5093 1.7142 -0.380 -0.297 -0.603 0.013
H -6.1817 -0.5286 1.7278 -0.038 -0.317 0.275 0.069
```
Positions in Å, forces in eV/Å.



A structure of composition C6H12. Source: the Open Molecules 2025 dataset; level of theory: the ωB97M-V functional and the def2-TZVPD basis.

Values from the calculation:
* energy relative to the best compared isomer or geometry (same formula, charge and spin): 115.9 kcal/mol
* total charge: 0
* frontier orbital gap: 7.816 eV
* E_HOMO: -6.7096 eV

Structure (XYZ):
```
18
Properties=species:S:1:pos:R:3:forces:R:3:lowdin_charge:R:1
C -0.0404 1.7854 -0.0118 0.073 0.028 0.008 -0.137
C 0.3447 0.8435 -1.0300 0.065 0.185 -0.070 -0.179
C 0.7062 -0.5423 -0.6829 0.050 -0.037 -0.044 -0.384
C 1.5710 -0.8024 0.5400 -0.005 0.021 0.054 -0.061
C -0.7879 -0.7694 -0.5209 -0.208 -0.114 0.000 -0.266
C -1.5091 -0.3938 0.7092 -0.056 -0.032 0.076 -0.100
H 0.6766 1.9361 0.8053 -0.150 -0.051 -0.126 0.077
H -0.9572 1.2723 0.5696 0.096 0.072 -0.040 0.076
H -0.3649 2.7527 -0.4037 0.033 -0.168 0.067 0.077
H 0.1286 1.0564 -2.0729 0.002 -0.046 0.163 0.101
H 1.0773 -1.1086 -1.5406 -0.054 0.104 0.120 0.136
H 1.5712 -1.8669 0.8019 -0.007 0.144 -0.042 0.082
H 1.2269 -0.2377 1.4119 0.046 -0.083 -0.122 0.069
H 2.6023 -0.4979 0.3356 -0.141 -0.040 0.021 0.083
H -1.3714 -0.8522 -1.4326 0.107 0.022 0.121 0.122
H -1.0764 -0.6195 1.6800 -0.017 0.071 -0.152 0.069
H -1.2111 -1.6868 0.1747 0.015 -0.089 -0.017 0.165
H -2.5863 -0.2689 0.6672 0.152 0.015 -0.017 0.072
```
Positions in Å, forces in eV/Å.